2 unconnected molecules or ions with the total composition C3H8NO2S. Source: OMol25; level of theory: the ωB97M-V functional and the def2-TZVPD basis.

Summary:
E: -722.2551 Ha
Energy relative to the best compared isomer or geometry (same formula, charge and spin): 121.2 kJ/mol
Net charge: +1
HOMO-LUMO gap: 9.83 eV

```
15
Properties=species:S:1:pos:R:3:mulliken_charge:R:1
C 0.862 -0.457 -1.726 0.70
C 0.135 0.132 2.011 -1.16
H 2.609 -1.174 -2.239 0.37
S -0.794 -0.772 -2.026 -0.23
H -2.126 0.566 1.762 0.43
N -1.056 1.021 0.109 -0.24
O 1.672 -1.172 -2.392 -0.39
C -1.122 0.578 1.299 0.21
H -0.074 0.206 3.023 0.35
H -0.021 1.055 -0.268 0.45
H -0.782 -2.088 -1.940 0.20
H -1.815 1.616 -0.110 0.22
H 0.434 -0.793 1.687 0.34
O 1.192 0.389 -0.969 -0.62
H 0.886 0.893 1.781 0.38
```



C11H22NO4P in the gas phase. Source: OMol25; level of theory: the ωB97M-V functional and the def2-TZVPD basis.

Summary:
E: -1129.1593 Ha
SMILES: CC[C@]1(P(C)O)OC(=O)O[C@H]1CCCCCN
Net charge: 0
HOMO-LUMO gap: 9.19 eV

```
39
Properties=species:S:1:pos:R:3:mulliken_charge:R:1
H 4.475 -2.566 1.419 0.28
H 2.082 -4.123 2.493 0.27
C 2.379 -1.593 1.301 0.08
H 2.295 -1.985 0.178 0.09
H 2.841 -4.330 0.999 0.27
H 1.052 2.201 -0.743 0.24
O -0.635 -0.573 0.596 -0.37
C -1.716 0.357 -1.283 1.03
O -1.010 -0.871 -1.702 -0.43
H -1.120 3.884 -2.924 0.27
C 3.468 -2.597 2.035 -0.63
H -3.291 1.711 0.678 0.19
C -3.200 -0.153 -0.704 -0.88
O -3.404 2.743 -1.786 -0.55
H -3.291 -1.322 -0.657 0.34
H 2.163 2.137 1.313 0.35
H -1.058 1.685 0.629 0.33
H -0.738 2.695 -4.343 0.32
H -4.001 0.196 -1.518 0.36
C -0.517 -1.598 -0.493 0.43
H -4.289 2.461 -2.204 0.35
C -0.820 2.774 -3.155 -0.79
H 3.684 0.118 0.330 0.22
H 0.906 0.946 2.057 0.28
H 1.367 -1.718 1.898 0.10
H 0.238 2.490 -2.744 0.24
H 3.472 0.197 2.205 0.32
C -0.729 0.781 -0.045 -0.25
H -4.820 0.587 0.760 0.36
H 3.620 -2.325 3.181 0.32
C 1.654 1.071 1.142 -0.55
C 2.878 -0.027 1.193 -0.67
N 3.022 -4.073 2.003 -0.66
P -2.253 1.649 -2.582 0.05
C -3.636 0.589 0.697 -0.80
H 1.353 0.377 -1.121 0.32
O -0.089 -2.880 -0.401 -0.54
C 0.858 1.103 -0.324 -0.45
H -3.192 -0.015 1.626 0.20
```



2 unconnected molecules or ions with the total composition C4H10N2O2. Source: OMol25; level of theory: the ωB97M-V functional and the def2-TZVPD basis.

Summary:
E: -418.3737 Ha
Energy relative to the best compared isomer or geometry (same formula, charge and spin): 229.0 kJ/mol
SMILES: CC(N)=O.CC(N)=O
Net charge: 0
HOMO-LUMO gap: 10.30 eV

```
18
Properties=species:S:1:pos:R:3:mulliken_charge:R:1
C 2.371 -0.562 1.301 -0.76
O -0.777 1.420 -1.766 -0.58
C 1.374 -1.711 0.793 0.50
H 2.412 -0.722 2.363 0.25
C -2.345 0.557 -0.308 -0.96
H -2.117 -0.458 -1.009 0.19
H 3.326 -0.505 0.834 0.36
H -2.393 0.507 0.681 0.38
H -0.722 3.537 -0.606 0.23
H -3.370 0.993 -0.649 0.34
C -1.428 1.702 -0.799 0.63
H 1.346 -3.618 -0.353 0.25
O 0.222 -1.747 0.991 -0.53
H -1.994 3.337 0.635 0.21
N 1.898 -2.686 -0.120 -0.44
H 2.893 -2.543 -0.345 0.21
H 1.780 0.314 0.911 0.17
N -1.404 2.951 -0.193 -0.45
```



A molecular structure, C21H27Cl2N3O5Pb. Source: OMol25; level of theory: the ωB97M-V functional and the def2-TZVPD basis.

Summary:
E: -2469.6796 Ha
Net charge: +2
HOMO-LUMO gap: 7.17 eV

```
59
Properties=species:S:1:pos:R:3:mulliken_charge:R:1
N 0.483 1.882 -1.258 1.25
C 1.506 -1.037 2.507 1.09
O 0.509 -0.565 0.346 -0.06
C 1.596 3.726 -4.148 -0.51
H -4.450 -3.544 1.946 0.35
H -2.554 -1.920 2.292 0.32
H 3.448 -0.329 -2.558 0.47
O 0.056 -1.441 -2.340 -0.47
H 2.993 -2.364 3.324 0.42
C 0.959 -1.501 -3.083 0.81
H -2.441 -1.995 -0.646 0.34
C 0.104 3.869 0.136 0.90
H -0.362 5.537 1.381 0.49
O 1.699 -1.790 -3.917 -0.32
C -2.616 -4.607 1.764 -0.65
C -1.746 2.463 -0.467 0.73
O 0.496 -2.112 2.478 -0.55
C 0.962 3.472 -2.980 -0.89
Pb 0.185 -2.834 0.185 1.22
H -3.668 3.028 0.275 0.50
C -3.575 -3.526 1.295 -0.72
H 2.375 0.120 -1.130 0.30
H 3.645 -0.987 2.410 0.38
C 2.525 2.805 -4.756 -0.72
C -2.612 3.259 0.258 -0.62
H 2.106 0.528 3.835 0.41
C -3.021 -2.113 1.323 -0.59
H -3.172 -5.521 1.978 0.40
N -2.009 -1.843 0.265 -0.30
C -2.107 4.366 0.923 -0.56
H -0.295 -1.791 2.932 0.29
H 1.401 -0.883 4.647 0.46
C 2.781 1.632 -4.164 -0.98
Cl -2.370 1.124 -1.383 -0.17
C 2.592 0.223 -2.187 -1.93
H 1.385 4.652 -4.667 0.43
H -2.136 -4.301 2.697 0.34
H -0.974 -5.630 1.071 0.29
O 2.029 0.853 1.142 -0.57
H -3.835 -1.394 1.217 0.39
H 0.245 4.168 -2.572 0.50
H 0.365 0.286 3.788 0.45
C -0.759 4.676 0.863 -0.56
H -2.776 5.002 1.486 0.43
Cl 1.784 4.242 0.101 -0.13
C -0.386 2.752 -0.541 -1.22
H -1.982 -5.167 -0.100 0.26
H -1.755 -0.856 0.279 -0.04
H 2.950 -2.361 1.554 0.29
H -3.952 -3.760 0.293 0.33
H 3.481 0.923 -4.587 0.45
N -1.550 -4.849 0.765 -0.54
C 2.180 1.301 -2.875 1.86
H 0.553 0.933 -0.875 -1.06
H 3.007 3.081 -5.682 0.43
C 1.352 -0.146 1.258 0.28
C 2.855 -1.735 2.447 -1.51
C 1.328 -0.231 3.777 -1.76
C 1.172 2.226 -2.321 1.58
```



2 unconnected molecules or ions with the total composition C3H4O2. Source: OMol25; level of theory: the ωB97M-V functional and the def2-TZVPD basis.

Summary:
E: -266.8077 Ha
Energy relative to the best compared isomer or geometry (same formula, charge and spin): 582.8 kJ/mol
2S+1: 3
⟨S²⟩: 2.011
Net charge: 0
HOMO-LUMO gap (spin up / spin down): 7.16 / 6.87 eV

```
9
Properties=species:S:1:pos:R:3:lowdin_spin:R:1
C 1.482 0.239 -0.254 0.79
H 1.931 -0.189 -1.203 0.03
H -1.744 0.876 0.938 0.01
C -1.327 0.397 0.071 0.15
C 0.820 0.595 0.820 0.68
O -1.297 -0.774 -0.234 0.13
H -1.098 0.979 -0.801 0.02
O 1.091 -0.969 0.547 0.16
H 0.142 -1.155 0.118 0.03
```



13 unconnected molecules or ions with the total composition C31H61BFIN4O17S. Source: OMol25; level of theory: the ωB97M-V functional and the def2-TZVPD basis.

Summary:
E: -3536.5444 Ha
Energy relative to the best compared isomer or geometry (same formula, charge and spin): 0.0 kJ/mol
Net charge: 0
HOMO-LUMO gap: 7.04 eV

```
117
Properties=species:S:1:pos:R:3:mulliken_charge:R:1
H -4.538 3.103 -0.389 0.47
C -1.087 -0.070 -2.503 -1.99
H 3.955 1.719 5.275 0.39
O 1.511 -6.249 -5.921 -0.61
C -3.656 3.520 0.111 -1.37
O -0.525 0.258 5.219 -0.61
C -4.637 4.212 2.374 -0.97
H 5.297 2.374 3.345 0.31
C -1.932 -1.861 -0.872 -0.11
H 0.013 -1.015 -0.947 -0.26
H 8.460 -1.702 -0.760 0.28
H 3.472 -0.646 3.731 0.28
O -0.604 -6.075 -3.767 -0.73
H -0.710 0.256 4.275 0.27
O -7.955 4.674 2.537 -0.61
H 2.413 -6.585 -5.885 0.28
O -9.068 5.694 5.368 -0.61
S 5.293 -1.132 1.490 -0.17
H -1.280 -3.410 2.638 0.31
H -1.377 -5.755 -4.248 0.34
O 3.575 -2.840 -4.999 -0.63
H -3.660 4.581 -0.138 0.58
H -0.340 -2.083 -2.342 0.60
C 2.321 2.201 0.613 0.92
H -4.282 2.014 -2.129 0.79
O 1.776 0.845 -2.544 -0.57
O 7.773 -1.078 -1.016 -0.60
C -4.439 0.632 -0.480 -0.05
O 0.850 -3.263 -5.624 -0.56
H -0.025 -4.635 2.749 0.38
O 0.963 -2.860 1.132 -0.53
H -3.322 2.572 2.101 0.44
H 0.823 0.867 6.571 0.33
H -2.404 -3.627 0.254 0.24
H 5.415 0.802 -1.456 0.25
H -5.714 4.332 2.250 0.28
H -2.655 -8.763 -4.266 0.31
H -8.539 6.143 6.035 0.31
C 1.337 3.270 0.276 -1.11
H 2.148 0.185 6.274 0.36
H -9.879 5.452 5.826 0.31
H 5.931 0.048 -2.953 0.44
H 4.311 0.699 -2.887 0.35
H 7.181 -1.041 -0.253 0.21
H -4.207 4.749 3.220 0.23
H 3.616 -2.010 -0.161 0.58
H -1.490 -7.772 -4.193 0.40
C 4.103 0.173 1.125 1.49
H -0.894 7.697 0.093 0.30
H -1.153 8.109 1.534 0.29
C 2.388 1.099 -0.240 0.56
C 3.275 0.051 -0.006 0.29
O 1.799 3.821 3.317 -0.75
H 1.107 -6.718 -6.660 0.31
H -5.943 -1.271 -3.756 0.33
H -0.800 -5.502 -1.632 0.21
H -2.881 -1.574 -1.327 0.18
B 3.004 3.567 2.718 0.99
C -2.376 2.869 -0.347 0.97
F 2.245 -1.539 -1.502 -0.10
H -6.155 -1.247 -2.247 0.19
H -8.359 5.240 1.872 0.29
H 0.815 -5.447 -0.971 0.25
H 3.379 -2.322 -5.784 0.30
O 1.606 4.449 0.401 -0.62
H -0.289 4.889 1.146 0.40
C -3.854 3.395 1.619 -0.11
H -1.464 -4.918 1.745 0.43
C 4.872 1.380 3.239 -1.99
C 1.442 1.142 -1.427 -0.32
N 3.356 -0.066 4.567 -0.71
N -0.422 -3.796 -0.449 0.75
C -1.817 -3.379 -0.642 -1.54
C -2.346 1.766 -1.203 -0.14
H -8.577 4.689 3.274 0.29
H -2.021 -0.220 -3.044 0.78
O -3.928 0.091 0.433 -0.39
H 0.642 -3.238 -6.562 0.23
C -0.001 -3.546 0.902 0.25
H 6.439 -0.432 1.418 0.17
C 4.573 -1.182 -1.873 -0.45
C -3.687 1.231 -1.664 -1.32
H -3.590 0.428 -2.394 0.23
H 3.851 5.413 2.911 0.24
O 1.644 0.586 6.996 -0.66
H -0.330 0.157 -3.249 0.61
H -1.836 5.187 0.727 0.09
N -1.197 4.462 1.024 -0.37
H -1.904 -1.394 0.116 0.40
C -0.729 -1.317 -1.675 0.17
C 4.030 1.266 1.990 -0.86
C 4.024 1.001 4.455 0.11
H -0.428 -0.672 5.450 0.32
H 0.871 -4.206 -5.416 0.36
C 0.033 2.784 -0.238 1.08
C 5.073 0.196 -2.295 -1.36
H 5.705 0.680 3.238 0.55
I -6.619 0.747 -0.505 0.01
H 5.383 -1.777 -1.452 0.43
C -0.742 -4.172 2.075 -1.40
C -1.143 1.154 -1.593 0.00
H 4.211 -1.741 -2.735 0.17
H 1.103 3.364 2.831 0.37
H 4.457 4.324 3.936 0.22
O -1.302 7.392 0.910 -0.61
C 3.128 2.307 1.732 0.21
H -0.567 -5.878 0.056 0.33
H 0.008 -6.360 -4.460 0.31
H -2.243 -3.897 -1.500 0.53
H 2.729 -2.875 -4.542 0.27
C 3.411 -1.195 -0.857 -0.52
O -1.935 -8.397 -4.787 -0.64
C -0.229 -5.218 -0.756 -0.84
C 0.052 1.684 -1.100 0.47
N 4.158 4.445 2.970 -0.64
O -6.105 -1.848 -3.003 -0.62
C -1.164 3.379 0.138 0.04
```



2 unconnected molecules or ions with the total composition CHIN2O2S. Source: OMol25; level of theory: the ωB97M-V functional and the def2-TZVPD basis.

Summary:
E: -994.3033 Ha
Energy relative to the best compared isomer or geometry (same formula, charge and spin): 485.4 kJ/mol
Net charge: 0
HOMO-LUMO gap (spin up / spin down): 7.28 / 7.29 eV

```
8
Properties=species:S:1:pos:R:3:mulliken_charge:R:1
O 2.083 2.534 0.007 -0.46
N -0.173 -1.196 -0.016 0.20
I -3.013 -0.808 -0.061 0.18
S 1.294 1.369 -0.377 0.71
O 1.079 -0.968 -0.064 -0.63
N 0.091 1.638 0.479 -0.22
H -0.288 -2.265 0.015 0.24
C -1.073 -0.304 0.019 -0.02
```